Entry from OMol25: a 11-piece molecular cluster, C5H35N2O10S overall at a distorted geometry (ωB97M-V with the def2-TZVPD basis set).

Atoms and positions in Å:
C (0.147, -0.319, 0.569)
N (1.031, 0.575, -0.179)
C (0.590, 1.865, -0.619)
C (1.752, 2.745, -1.009)
S (2.548, 1.914, -2.437)
C (-0.840, 0.268, 1.539)
N (-0.131, 1.143, 2.542)
C (-0.806, 1.125, 3.899)
H (-0.313, -1.110, -0.047)
H (0.865, -0.921, 1.187)
H (1.510, 0.041, -0.937)
H (-0.074, 1.812, -1.464)
H (-0.022, 2.290, 0.068)
H (1.428, 3.708, -1.322)
H (2.582, 2.780, -0.280)
H (3.851, 2.125, -2.153)
H (-1.559, 0.896, 1.051)
H (-1.295, -0.514, 2.088)
H (0.826, 0.881, 2.745)
H (-0.124, 2.102, 2.359)
H (-0.269, 1.765, 4.616)
H (-1.825, 1.415, 3.763)
H (-0.742, 0.138, 4.281)
H (-0.435, -3.751, 1.312)
H (0.637, -4.055, 2.369)
O (0.557, -3.660, 1.527)
H (-1.252, -1.328, -3.496)
H (-0.505, -0.186, -2.739)
O (-1.374, -0.378, -3.191)
H (-1.301, -3.067, -1.267)
H (-2.383, -2.753, -0.276)
O (-1.451, -2.754, -0.369)
H (2.513, -2.141, -2.831)
H (2.064, -2.429, -1.302)
O (1.708, -2.221, -2.274)
H (3.458, 0.177, 2.165)
H (2.434, 0.713, 1.139)
O (2.666, 0.668, 2.074)
H (3.165, -3.615, 0.047)
H (2.126, -3.193, 0.983)
O (2.686, -2.829, 0.340)
H (-2.215, 2.178, -1.868)
H (-3.406, 3.054, -2.299)
O (-2.514, 3.098, -1.860)
H (-4.215, 0.573, -1.209)
H (-2.986, 0.003, -2.162)
O (-3.235, 0.338, -1.269)
H (-2.155, 3.274, 1.422)
H (-1.312, 4.409, 1.933)
O (-1.328, 3.495, 1.860)
H (-0.030, -2.880, -2.518)
H (-0.330, -4.187, -3.415)
O (-0.716, -3.274, -3.090)

⟨S²⟩	0.755
2S+1	2
Kohn-Sham gap (spin up / spin down)	10.9 / 4.8	eV
total charge	+2

Mulliken population analysis, charges in e, atoms 1 to 4:
1. C 0.224
2. N 0.396
3. C -0.408
4. C -0.929


Entry from OMol25: a 2-piece molecular cluster, C4H13NSi overall at a distorted geometry (ωB97M-V with the def2-TZVPD basis set).

Atoms and positions in Å:
C (-1.951, 1.286, -0.013)
C (-0.922, -2.116, 0.256)
C (2.735, 0.179, 0.172)
C (-0.390, 1.499, 0.146)
N (0.409, -1.499, 0.380)
Si (0.848, 0.070, -0.004)
H (-2.356, 2.179, 0.005)
H (-2.030, 0.936, -1.057)
H (-2.196, 0.585, 0.842)
H (-1.001, -3.068, -0.403)
H (-1.427, -2.392, 1.305)
H (-1.419, -1.326, -0.326)
H (3.161, -0.479, -0.560)
H (3.068, 1.256, 0.134)
H (3.085, -0.057, 1.101)
H (-0.449, 2.033, 1.164)
H (0.049, 2.160, -0.511)
H (1.157, -2.156, 0.139)
H (-0.372, 0.909, -2.769)

⟨S²⟩	2.002
2S+1	3
Kohn-Sham gap (spin up / spin down)	6.0 / 9.1	eV
total charge	0

Mulliken population analysis, charges in e, atoms 1 to 4:
1. C -1.187
2. C -0.595
3. C -1.085
4. C -0.550


Entry from OMol25: C36H35As3N3O8S2W as an isolated structure at a distorted geometry (ωB97M-V with the def2-TZVPD basis set).

Atoms and positions in Å:
W (0.266, 0.928, 0.419)
C (-1.886, -2.257, -1.082)
C (-2.485, -2.063, 0.293)
As (-1.084, -1.596, 1.581)
C (-0.190, -3.269, 1.993)
C (1.023, -3.169, 2.673)
C (1.751, -4.309, 2.987)
C (1.274, -5.555, 2.607)
C (0.068, -5.661, 1.927)
C (-0.666, -4.523, 1.623)
C (-2.211, -1.298, 3.135)
C (-3.250, -0.372, 3.039)
C (-4.033, -0.090, 4.149)
C (-3.782, -0.727, 5.358)
C (-2.751, -1.649, 5.454)
C (-1.963, -1.935, 4.346)
As (-0.717, -0.769, -1.594)
C (0.264, -1.599, -3.039)
C (0.913, -2.808, -2.799)
C (1.572, -3.454, -3.830)
C (1.594, -2.889, -5.099)
C (0.951, -1.686, -5.336)
C (0.282, -1.037, -4.308)
C (-1.856, 0.541, -2.430)
C (-3.237, 0.388, -2.380)
C (-4.061, 1.360, -2.928)
C (-3.511, 2.484, -3.524)
C (-2.134, 2.634, -3.581)
C (-1.302, 1.668, -3.036)
H (-2.631, -2.370, -1.871)
H (-1.254, -3.147, -1.108)
H (-3.005, -2.952, 0.653)
H (-3.196, -1.236, 0.317)
H (1.387, -2.195, 2.995)
H (2.684, -4.225, 3.528)
H (1.839, -6.446, 2.845)
H (-0.305, -6.634, 1.636)
H (-1.611, -4.622, 1.103)
H (-3.440, 0.148, 2.106)
H (-4.839, 0.628, 4.069)
H (-4.396, -0.507, 6.221)
H (-2.560, -2.153, 6.392)
H (-1.161, -2.658, 4.429)
H (0.919, -3.244, -1.806)
H (2.072, -4.395, -3.644)
H (2.116, -3.391, -5.904)
H (0.969, -1.243, -6.323)
H (-0.223, -0.102, -4.506)
H (-3.688, -0.478, -1.913)
H (-5.135, 1.239, -2.881)
H (-4.155, 3.248, -3.938)
H (-1.702, 3.514, -4.039)
H (-0.227, 1.792, -3.088)
N (2.065, -0.552, 0.402)
N (2.417, -0.814, -0.944)
C (2.230, 0.286, -1.803)
O (2.836, 0.389, -2.830)
O (1.260, 1.094, -1.397)
H (2.842, -0.038, 0.828)
H (1.907, -1.428, 0.893)
H (3.327, -1.243, -1.058)
O (-0.194, 3.544, 1.400)
As (-0.158, 3.431, -0.413)
O (-1.404, 4.414, -0.784)
O (-1.435, 1.106, 0.486)
C (1.501, 4.209, -1.103)
C (1.291, 5.168, -2.087)
C (2.367, 5.705, -2.781)
C (3.657, 5.278, -2.509)
C (3.881, 4.326, -1.526)
C (2.804, 3.794, -0.834)
S (3.191, 2.682, 0.476)
O (3.763, 3.425, 1.551)
O (3.950, 1.555, -0.028)
O (1.829, 2.157, 0.905)
H (-0.785, 4.283, 1.606)
H (0.277, 5.494, -2.287)
H (2.192, 6.457, -3.538)
H (4.494, 5.689, -3.056)
H (4.885, 3.996, -1.293)
S (0.094, 1.653, 4.963)
C (1.727, 1.377, 4.542)
C (1.817, 0.994, 3.257)
N (0.601, 0.874, 2.606)
C (-0.392, 1.226, 3.403)
H (2.530, 1.499, 5.248)
H (2.742, 0.773, 2.755)
H (-1.404, 1.340, 3.057)

Kohn-Sham gap (spin up / spin down)	6.4 / 6.4	eV
total charge	+1

Mulliken population analysis, charges in e, atoms 1 to 4:
1. W 3.495
2. C -1.680
3. C -1.078
4. As 1.892


Entry from OMol25: an isolated ion of composition C5H13NP and charge +1 at a distorted geometry (ωB97M-V with the def2-TZVPD basis set).

Atoms and positions in Å:
C (0.440, -1.237, -0.572)
C (1.756, -0.953, 0.248)
C (-0.838, -0.911, 0.170)
C (2.002, 0.417, 0.439)
C (-2.588, 0.781, 0.395)
N (-1.534, 0.247, -0.358)
P (1.354, 1.848, -0.288)
H (0.539, -0.706, -1.501)
H (0.248, -2.329, -0.846)
H (1.709, -1.503, 1.247)
H (2.615, -1.434, -0.283)
H (-1.605, -1.755, 0.067)
H (-0.778, -0.818, 1.288)
H (2.835, 0.673, 1.042)
H (-2.151, 0.983, 1.305)
H (-2.939, 1.693, -0.211)
H (-3.419, 0.102, 0.534)
H (-0.820, 0.905, -0.597)
H (0.836, 1.370, -1.458)
H (2.338, 2.626, -0.622)

Kohn-Sham gap	5.2	eV
total charge	+1

Mulliken population analysis, charges in e, atoms 1 to 4:
1. C -0.992
2. C -0.488
3. C -0.543
4. C -0.049


Entry from OMol25: C6H6Cl2N2O3ScTl as an isolated structure at a distorted geometry (ωB97M-V with the def2-TZVPD basis set).

Atoms and positions in Å:
Sc (-0.885, -0.192, -4.027)
Tl (0.568, -0.378, -1.453)
Cl (-1.486, -2.029, -2.674)
Cl (-1.347, 1.968, -3.284)
C (1.423, 2.002, -0.452)
C (0.115, -1.969, -5.369)
C (0.214, 0.993, -5.837)
O (1.908, 2.938, -0.004)
O (0.433, -2.873, -6.019)
O (0.578, 1.624, -6.750)
C (1.020, -0.773, 3.666)
N (-0.190, -0.275, 2.985)
C (-1.115, 0.598, 3.715)
C (-0.440, -0.569, 1.752)
N (-0.708, -0.820, 0.610)
H (1.038, -0.455, 4.700)
H (1.916, -0.412, 3.162)
H (1.065, -1.863, 3.620)
H (-1.175, 1.575, 3.230)
H (-2.128, 0.186, 3.685)
H (-0.803, 0.726, 4.745)

Kohn-Sham gap (spin up / spin down)	7.1 / 5.3	eV
total charge	+4

Mulliken population analysis, charges in e, atoms 1 to 4:
1. Sc 0.508
2. Tl 1.287
3. Cl 0.014
4. Cl -0.094


Entry from OMol25: a 2-piece molecular cluster, CHBr2NO2 overall at a distorted geometry (ωB97M-V with the def2-TZVPD basis set).

Atoms and positions in Å:
C (0.243, 0.734, 0.913)
N (-0.025, -0.985, -1.163)
O (-1.067, -1.479, -0.958)
O (0.852, -1.126, -1.897)
Br (-1.373, -0.026, 1.427)
Br (0.451, 2.368, 0.023)
H (0.919, 0.514, 1.655)

Kohn-Sham gap (spin up / spin down)	9.1 / 7.6	eV
total charge	0

Mulliken population analysis, charges in e, atoms 1 to 4:
1. C -0.364
2. N 0.846
3. O -0.413
4. O -0.463


Entry from OMol25: C3H2NO4S2 as an isolated structure at a distorted geometry (ωB97M-V with the def2-TZVPD basis set).

Atoms and positions in Å:
C (-0.110, -0.732, 0.373)
C (-0.182, 0.647, 0.111)
C (-2.623, 0.007, 1.077)
N (-1.059, -1.425, 0.857)
O (-3.381, -1.191, -1.144)
O (-1.923, 2.560, 0.261)
O (-4.193, 1.018, -0.521)
O (-5.095, -0.977, 0.590)
S (-1.813, 1.117, 0.114)
S (-3.978, -0.375, -0.104)
H (0.839, -1.251, 0.204)
H (0.583, 1.248, -0.345)

Kohn-Sham gap (spin up / spin down)	7.0 / 7.0	eV
total charge	-1

Mulliken population analysis, charges in e, atoms 1 to 4:
1. C 0.127
2. C -0.491
3. C -0.145
4. N -0.564


Entry from OMol25: one molecule with the formula C24H30N4O5S at a distorted geometry (ωB97M-V with the def2-TZVPD basis set).

Atoms and positions in Å:
C (-0.233, 3.310, -0.148)
C (-0.681, 2.393, 0.985)
C (0.143, 2.622, 2.253)
C (-0.248, 1.630, 3.350)
C (0.625, 1.802, 4.588)
C (-0.125, 0.204, 2.805)
N (-0.944, 0.046, 1.619)
C (-2.039, -0.724, 1.683)
O (-2.345, -1.345, 2.689)
C (-2.947, -0.818, 0.445)
N (-2.397, -1.589, -0.655)
C (-2.198, -0.968, -1.865)
O (-2.391, 0.232, -1.992)
N (-1.818, -1.752, -2.927)
C (-1.572, -1.084, -4.196)
C (-0.088, -0.784, -4.412)
C (0.493, 0.200, -3.384)
C (1.088, -0.499, -2.176)
O (0.522, -1.363, -1.536)
N (2.333, -0.077, -1.853)
C (3.052, -0.582, -0.707)
C (3.343, 0.498, 0.289)
C (3.537, 0.459, 1.638)
C (3.827, 1.789, 2.036)
C (3.784, 2.535, 0.902)
O (3.496, 1.763, -0.163)
C (-1.510, -3.115, -2.885)
O (-1.142, -3.706, -3.879)
C (-1.714, -3.676, -1.582)
S (-1.458, -5.330, -1.157)
C (-1.946, -5.001, 0.457)
C (-2.283, -3.703, 0.673)
C (-2.145, -2.928, -0.503)
C (-0.550, 0.928, 0.549)
H (-0.839, 3.137, -1.034)
H (0.808, 3.120, -0.399)
H (-0.332, 4.353, 0.143)
H (-1.735, 2.591, 1.209)
H (-0.003, 3.644, 2.609)
H (1.204, 2.499, 2.021)
H (-1.295, 1.799, 3.625)
H (1.668, 1.614, 4.344)
H (0.322, 1.106, 5.367)
H (0.539, 2.813, 4.977)
H (-0.462, -0.522, 3.545)
H (0.917, -0.002, 2.539)
H (-3.189, 0.174, 0.060)
H (-3.868, -1.305, 0.786)
H (-1.918, -1.757, -4.985)
H (-2.157, -0.163, -4.203)
H (0.464, -1.725, -4.383)
H (0.017, -0.361, -5.412)
H (-0.307, 0.852, -3.024)
H (1.253, 0.822, -3.858)
H (2.766, 0.676, -2.362)
H (3.994, -1.042, -1.038)
H (2.430, -1.358, -0.250)
H (3.488, -0.407, 2.267)
H (4.035, 2.134, 3.027)
H (3.928, 3.582, 0.722)
H (-1.956, -5.800, 1.172)
H (-2.595, -3.317, 1.626)
H (-1.141, 0.756, -0.345)
H (0.499, 0.717, 0.310)

SMILES string	C[C@@H]1C[C@H](C)CN(C(=O)Cn2c(=O)n(CCCC(=O)NCc3ccco3)c(=O)c3sccc32)C1
Kohn-Sham gap	9.0	eV
total charge	0

Mulliken population analysis, charges in e, atoms 1 to 4:
1. C -1.796
2. C 0.655
3. C -0.509
4. C 0.989


In order of appearance, molar mass = 315.41; 103.24; 1110.43; 118.14; 474.37; 218.83; 180.19; 486.59 g/mol.
In order of appearance, ΔE to the lowest compared entry with this formula, charge and spin = 0.0000; 1.5393; 1.6924; 3.7468; 0.0000; 2.1277; 6.7535; 0.2280 eV.